DFT (wB97M-V/def2-TZVPD) results for a 10-piece molecular cluster, C53H100BrClN10O5P overall at a distorted geometry.

Last columns: bonded neighbours and bond lengths (Å).
Positions of all 171 atoms, in Å:
1 C -2.37005 -7.15482 1.33774  C2 1.538, H27 1.092, H28 1.092, H29 1.095
2 C -3.05241 -5.83022 0.95678  C1 1.538, C3 1.540, H30 1.092, H31 1.092
3 C -2.05727 -4.69446 0.65705  C2 1.540, C4 1.538, H32 1.094, H33 1.094
4 C -2.04344 -3.60331 1.74054  C3 1.538, C5 1.527, C6 1.540, H34 1.092
5 C -1.58835 -4.17171 3.08305  C4 1.527, H35 1.093, H36 1.090, H37 1.096
6 C -1.32216 -2.30650 1.32910  C4 1.540, C7 1.554, O11 1.409, C25 1.564
7 C 0.14229 -2.32804 0.80955  C6 1.554, Br8 1.946, C9 1.534, H38 1.094
8 Br 1.45626 -2.80133 2.16444  C7 1.946
9 C 0.46013 -3.09847 -0.47772  C7 1.534, C10 1.527, H39 1.093, H40 1.092
10 C 1.59854 -2.45231 -1.26316  C9 1.527, H41 1.094, H42 1.095, H43 1.093
11 O -1.27769 -1.51282 2.49276  C6 1.409, P12 1.734
12 P -1.74262 0.15480 2.38758  O11 1.734, O13 1.754, C14 1.914, N21 1.758, O24 1.774, H44 1.435
13 O -0.05294 0.59160 2.21586  P12 1.754, H45 0.967
14 C -3.59274 -0.21932 2.70588  P12 1.914, O15 1.423, H46 1.099, H47 1.104
15 O -3.83071 -1.51044 3.25357  C14 1.423, C16 1.402
16 C -5.02170 -1.60750 3.98744  O15 1.402, C17 1.515, H48 1.096, H49 1.102
17 C -6.26150 -1.14788 3.24751  C16 1.515, O18 1.407, H50 1.100, H51 1.104
18 O -6.30480 -1.78410 1.99385  C17 1.407, C19 1.413
19 C -7.49304 -1.51568 1.27802  O18 1.413, C20 1.520, H52 1.097, H53 1.100
20 C -7.29042 -1.97563 -0.15606  C19 1.520, H54 1.090, H55 1.093, H56 1.093
21 N -2.12435 1.84882 2.11336  P12 1.758, C22 1.457, H57 1.009
22 C -1.51181 2.85818 2.96729  N21 1.457, C23 1.526, H58 1.097, H59 1.099
23 C -0.46842 3.68900 2.22656  C22 1.526, H60 1.094, H61 1.094, H62 1.090
24 O -1.87972 -0.11993 0.64016  P12 1.774, C25 1.336
25 C -2.03244 -1.39602 0.27486  C6 1.564, O24 1.336, Cl26 1.855, H63 1.093
26 Cl -3.78704 -1.85218 -0.11824  C25 1.855
27 H -2.19716 -7.77693 0.45730  C1 1.092
28 H -2.93328 -7.71546 2.08644  C1 1.092
29 H -1.38655 -6.95467 1.77592  C1 1.095
30 H -3.73369 -5.52567 1.75425  C2 1.092
31 H -3.61919 -6.00880 0.04005  C2 1.092
32 H -2.37961 -4.21609 -0.27220  C3 1.094
33 H -1.05225 -5.08742 0.47461  C3 1.094
34 H -3.08426 -3.29769 1.86945  C4 1.092
35 H -0.58146 -4.59428 3.04879  C5 1.093
36 H -1.66917 -3.42481 3.87219  C5 1.090
37 H -2.26255 -4.99363 3.35037  C5 1.096
38 H 0.34457 -1.26812 0.62918  C7 1.094
39 H -0.44140 -3.18418 -1.08960  C9 1.093
40 H 0.75822 -4.11830 -0.22532  C9 1.092
41 H 2.44249 -2.25029 -0.59747  C10 1.094
42 H 1.27728 -1.51705 -1.73289  C10 1.095
43 H 1.96226 -3.11913 -2.04954  C10 1.093
44 H -1.59462 0.23164 3.81269  P12 1.435
45 H 0.39370 -0.04063 2.79478  O13 0.967
46 H -4.22532 -0.06752 1.81972  C14 1.099
47 H -3.88569 0.53769 3.45355  C14 1.104
48 H -5.15080 -2.67066 4.21823  C16 1.096
49 H -4.91364 -1.05006 4.93152  C16 1.102
50 H -6.27772 -0.05272 3.14405  C17 1.100
51 H -7.14544 -1.43198 3.84452  C17 1.104
52 H -7.70662 -0.44038 1.31579  C19 1.097
53 H -8.33737 -2.06256 1.72250  C19 1.100
54 H -8.23878 -2.16753 -0.65849  C20 1.090
55 H -6.70029 -2.89544 -0.13848  C20 1.093
56 H -6.70343 -1.24280 -0.71600  C20 1.093
57 H -3.12050 1.99478 2.04434  N21 1.009
58 H -1.08715 2.41678 3.87743  C22 1.097
59 H -2.30882 3.53886 3.29752  C22 1.099
60 H -0.95549 4.33030 1.48612  C23 1.094
61 H 0.15918 4.28215 2.89888  C23 1.094
62 H 0.18369 3.01090 1.67629  C23 1.090
63 H -1.57808 -1.50300 -0.71348  C25 1.093
64 C 5.15666 0.86049 -0.58125  C65 1.520, H69 1.093, H70 1.089, H71 1.092
65 C 4.32543 0.39296 0.60246  C64 1.520, C66 1.539, H72 1.093, H73 1.092
66 C 2.84078 0.77227 0.46273  C65 1.539, C67 1.462, H74 1.092, H75 1.092
67 C 2.68446 2.22244 0.36469  C66 1.462, N68 1.151
68 N 2.61460 3.37096 0.32645  C67 1.151
69 H 5.11787 1.94952 -0.66216  C64 1.093
70 H 6.20211 0.57584 -0.47615  C64 1.089
71 H 4.79378 0.43549 -1.51904  C64 1.092
72 H 4.71899 0.83262 1.52239  C65 1.093
73 H 4.39866 -0.69053 0.71237  C65 1.092
74 H 2.25975 0.42218 1.31786  C66 1.092
75 H 2.41080 0.31873 -0.43250  C66 1.092
76 C 8.13531 3.08167 -1.08413  C77 1.514, H81 1.091, H82 1.088, H83 1.092
77 C 9.30295 2.19516 -0.70798  C76 1.514, C78 1.541, H84 1.092, H85 1.091
78 C 9.76883 1.29134 -1.86591  C77 1.541, C79 1.471, H86 1.090, H87 1.092
79 C 8.64949 0.43927 -2.29422  C78 1.471, N80 1.156
80 N 7.71896 -0.22418 -2.46565  C79 1.156
81 H 7.27892 2.47762 -1.38825  C76 1.091
82 H 7.80799 3.69130 -0.24445  C76 1.088
83 H 8.38871 3.75178 -1.90830  C76 1.092
84 H 9.00789 1.55193 0.12420  C77 1.092
85 H 10.14379 2.80398 -0.37257  C77 1.091
86 H 10.59772 0.65318 -1.55851  C78 1.090
87 H 10.09272 1.88832 -2.72062  C78 1.092
88 C -4.64161 -2.83449 -5.76456  C89 1.523, H93 1.091, H94 1.092, H95 1.090
89 C -5.05131 -1.85306 -4.67443  C88 1.523, C90 1.530, H96 1.093, H97 1.093
90 C -4.95173 -2.44819 -3.26847  C89 1.530, C91 1.461, H98 1.090, H99 1.089
91 C -5.83798 -3.59616 -3.09193  C90 1.461, N92 1.150
92 N -6.55892 -4.48427 -2.97638  C91 1.150
93 H -5.30658 -3.69889 -5.80327  C88 1.091
94 H -4.67563 -2.34868 -6.74200  C88 1.092
95 H -3.62672 -3.19164 -5.58902  C88 1.090
96 H -6.06622 -1.49011 -4.85282  C89 1.093
97 H -4.39090 -0.98299 -4.70976  C89 1.093
98 H -5.21620 -1.70029 -2.52108  C90 1.090
99 H -3.93096 -2.76893 -3.06633  C90 1.089
100 C 7.71208 8.60556 -0.73126  C101 1.522, H105 1.090, H106 1.091, H107 1.090
101 C 8.57242 8.84778 -1.96328  C100 1.522, C102 1.535, H108 1.092, H109 1.092
102 C 8.96658 7.54109 -2.66530  C101 1.535, C103 1.463, H110 1.091, H111 1.092
103 C 9.76090 6.65989 -1.80979  C102 1.463, N104 1.149
104 N 10.38993 5.97793 -1.13204  C103 1.149
105 H 8.24993 8.02266 0.01636  C100 1.090
106 H 7.41523 9.54862 -0.27076  C100 1.091
107 H 6.81020 8.05388 -0.99512  C100 1.090
108 H 9.47587 9.39782 -1.69211  C101 1.092
109 H 8.02679 9.46636 -2.67833  C101 1.092
110 H 9.55700 7.74854 -3.55939  C102 1.091
111 H 8.07315 6.99363 -2.97271  C102 1.092
112 C 6.15642 -1.06647 -5.67394  C113 1.522, H117 1.091, H118 1.089, H119 1.093
113 C 7.27242 -2.05166 -5.35746  C112 1.522, C114 1.533, H120 1.090, H121 1.091
114 C 7.45071 -3.12283 -6.44017  C113 1.533, C115 1.462, H122 1.091, H123 1.092
115 C 6.24730 -3.93229 -6.62391  C114 1.462, N116 1.149
116 N 5.29950 -4.56740 -6.75911  C115 1.149
117 H 5.18998 -1.56971 -5.73284  C112 1.091
118 H 6.09284 -0.31204 -4.89079  C112 1.089
119 H 6.33424 -0.55879 -6.62507  C112 1.093
120 H 7.07013 -2.53114 -4.39932  C113 1.090
121 H 8.21390 -1.51206 -5.24711  C113 1.091
122 H 8.26961 -3.79669 -6.18384  C114 1.091
123 H 7.68956 -2.65822 -7.39950  C114 1.092
124 C -8.26151 2.02955 -1.87373  C125 1.524, H129 1.091, H130 1.090, H131 1.092
125 C -8.62253 3.10068 -0.85175  C124 1.524, C126 1.533, H132 1.092, H133 1.091
126 C -8.58374 2.57479 0.58742  C125 1.533, C127 1.461, H134 1.091, H135 1.093
127 C -9.52940 1.47993 0.79269  C126 1.461, N128 1.149
128 N -10.25471 0.60754 0.97274  C127 1.149
129 H -8.97470 1.20436 -1.84969  C124 1.091
130 H -8.26588 2.44299 -2.88229  C124 1.090
131 H -7.26718 1.62254 -1.68116  C124 1.092
132 H -9.61787 3.49634 -1.06377  C125 1.092
133 H -7.92390 3.93540 -0.92855  C125 1.091
134 H -8.82414 3.36416 1.30071  C126 1.091
135 H -7.58416 2.20367 0.82696  C126 1.093
136 C -5.07245 -2.87112 7.70600  C137 1.523, H141 1.091, H142 1.090, H143 1.091
137 C -6.06590 -2.87116 8.85976  C136 1.523, C138 1.533, H144 1.092, H145 1.092
138 C -7.28078 -1.97124 8.60478  C137 1.533, C139 1.462, H146 1.091, H147 1.092
139 C -6.90588 -0.56921 8.42899  C138 1.462, N140 1.149
140 N -6.59581 0.52979 8.30365  C139 1.149
141 H -4.64908 -1.87992 7.53997  C136 1.091
142 H -4.24505 -3.54973 7.91098  C136 1.090
143 H -5.54885 -3.19309 6.77848  C136 1.091
144 H -5.57090 -2.55176 9.77897  C137 1.092
145 H -6.42823 -3.88689 9.02997  C137 1.092
146 H -7.97941 -2.02228 9.44152  C138 1.091
147 H -7.81145 -2.29610 7.70743  C138 1.092
148 C 0.26533 -1.46743 -6.58781  C149 1.524, H153 1.091, H154 1.090, H155 1.092
149 C -0.18457 -0.54809 -5.45930  C148 1.524, C150 1.533, H156 1.092, H157 1.091
150 C -0.19434 -1.24457 -4.09395  C149 1.533, C151 1.461, H158 1.092, H159 1.092
151 C -1.10799 -2.38433 -4.07427  C150 1.461, N152 1.149
152 N -1.82905 -3.27939 -4.06119  C151 1.149
153 H -0.41545 -2.31201 -6.70378  C148 1.091
154 H 0.29000 -0.92940 -7.53552  C148 1.090
155 H 1.26532 -1.86231 -6.39902  C148 1.092
156 H -1.18406 -0.16356 -5.67212  C149 1.092
157 H 0.48124 0.31394 -5.39544  C149 1.091
158 H -0.50560 -0.55444 -3.30726  C150 1.092
159 H 0.80359 -1.60841 -3.83985  C150 1.092
160 C 5.56865 3.35373 3.01052  C161 1.523, H165 1.092, H166 1.091, H167 1.084
161 C 5.39954 4.82648 3.36050  C160 1.523, C162 1.541, H168 1.092, H169 1.091
162 C 4.92681 5.68058 2.16777  C161 1.541, C163 1.458, H170 1.091, H171 1.093
163 C 5.88180 5.62838 1.06673  C162 1.458, N164 1.148
164 N 6.64350 5.58612 0.20861  C163 1.148
165 H 6.33481 3.21529 2.24454  C160 1.092
166 H 5.87165 2.78321 3.88913  C160 1.091
167 H 4.64158 2.93156 2.63931  C160 1.084
168 H 6.34489 5.22671 3.73412  C161 1.092
169 H 4.66654 4.93231 4.16140  C161 1.091
170 H 4.80263 6.72404 2.46208  C162 1.091
171 H 3.96539 5.31971 1.79368  C162 1.093

The value obtained for the energy relative to the best compared isomer or geometry (same formula, charge and spin) is 0.0 kcal/mol. The HOMO-LUMO gap comes out at 7.13 eV. For the HOMO energy, the calculation gives -5.286 eV. The maximum force comes out at 1.4 eV/A. As for the total charge: -1. As for the spin multiplicity: 1.